[1]
{"formula": "C33H45F21O17", "method": "wB97M-V/def2-TZVPD", "lumo_ev": 0.2, "gap_ev": 9.37, "total_energy_ha": -4660.6290, "smiles": "OCOCCO[C@@H](CCC(F)=C(F)F)COO.CCOC(=O)C(F)(F)F.CCOC(=O)C(F)(F)F.CCOC(=O)C(F)(F)F.CCOC(=O)C(F)(F)F.CCOC(=O)C(F)(F)F.CCOC(=O)C(F)(F)F", "multiplicity": 1, "elements": ["O", "C", "O", "C", "C", "O", "C", "C", "C", "C", "F", "C", "F", "F", "C", "O", "O", "H", "H", "H", "H", "H", "H", "H", "H", "H", "H", "H", "H", "H", "H", "H", "C", "C", "O", "C", "O", "C", "F", "F", "F", "H", "H", "H", "H", "H", "C", "C", "O", "C", "O", "C", "F", "F", "F", "H", "H", "H", "H", "H", "C", "C", "O", "C", "O", "C", "F", "F", "F", "H", "H", "H", "H", "H", "C", "C", "O", "C", "O", "C", "F", "F", "F", "H", "H", "H", "H", "H", "C", "C", "O", "C", "O", "C", "F", "F", "F", "H", "H", "H", "H", "H", "C", "C", "O", "C", "O", "C", "F", "F", "F", "H", "H", "H", "H", "H"], "xyz": [[6.79206, -4.18412, 1.14279], [5.52744, -4.25702, 1.78237], [4.61816, -3.46346, 1.09831], [3.44732, -4.16096, 0.69849], [2.25120, -3.21146, 0.54185], [1.16882, -3.82400, 1.22723], [0.14950, -2.92245, 1.58287], [-1.04995, -2.91190, 0.60058], [-1.84833, -4.22250, 0.57551], [-1.05541, -5.41391, 0.15214], [-0.29618, -5.35442, -0.92674], [-1.03309, -6.53318, 0.80280], [-1.52965, -6.61153, 2.00883], [-0.52947, -7.61999, 0.34483], [-0.26959, -3.27261, 3.03513], [0.94734, -3.46681, 3.74773], [0.72639, -4.33399, 4.81567], [7.15108, -5.07608, 1.17706], [5.59803, -3.91188, 2.82259], [5.23926, -5.31684, 1.82423], [3.17700, -4.88001, 1.48235], [3.59529, -4.76161, -0.20923], [2.49686, -2.20538, 0.88837], [2.01746, -3.20093, -0.52783], [0.53034, -1.91065, 1.63434], [-1.73883, -2.13763, 0.93572], [-0.69617, -2.58491, -0.38036], [-2.29334, -4.40985, 1.54885], [-2.65589, -4.10401, -0.15592], [-0.76204, -4.25184, 2.99960], [-0.87896, -2.48848, 3.49110], [0.54622, -5.21238, 4.44523], [2.47654, -5.86462, -5.60671], [3.80690, -5.62979, -4.92176], [3.98695, -4.24365, -4.57558], [3.30784, -3.81388, -3.51900], [2.57402, -4.47306, -2.84221], [3.62152, -2.33672, -3.25576], [3.51729, -1.59416, -4.37168], [4.87083, -2.18443, -2.79322], [2.78820, -1.81758, -2.34983], [2.37981, -5.21815, -6.48030], [2.38773, -6.90392, -5.92134], [1.64289, -5.63548, -4.94388], [4.61966, -5.87748, -5.60181], [3.92273, -6.25536, -4.03645], [0.44039, 2.99009, -2.51925], [-0.59416, 1.93436, -2.18977], [-0.19978, 1.14523, -1.04617], [-0.33776, 1.72220, 0.13786], [-0.75940, 2.82315, 0.33975], [0.09657, 0.75262, 1.24244], [1.29166, 0.20189, 0.98277], [-0.79578, -0.25725, 1.37473], [0.19470, 1.35156, 2.42718], [1.41919, 2.53078, -2.66790], [0.16052, 3.52797, -3.41903], [0.54656, 3.71153, -1.70923], [-0.68641, 1.23773, -3.01981], [-1.57973, 2.36889, -2.02398], [-1.95528, 6.44376, 2.12299], [-2.84925, 5.68230, 1.16893], [-4.03554, 6.43604, 0.84340], [-3.87379, 7.43340, -0.01630], [-2.84480, 7.75208, -0.53754], [-5.21995, 8.11797, -0.28421], [-5.86386, 8.40952, 0.85679], [-6.02444, 7.32127, -1.01100], [-5.06212, 9.25725, -0.96054], [-2.50796, 6.72750, 3.02043], [-1.09756, 5.83698, 2.40982], [-1.58891, 7.36173, 1.67164], [-3.19136, 4.76337, 1.64074], [-2.32061, 5.39967, 0.25860], [-0.56211, -4.71165, 7.48796], [-0.76788, -6.18280, 7.19719], [-0.12940, -7.01606, 8.18299], [-0.74676, -7.11265, 9.35544], [-1.77336, -6.57787, 9.65320], [0.03588, -8.05013, 10.28353], [1.34135, -7.73771, 10.31718], [-0.06472, -9.32549, 9.86857], [-0.42438, -7.99432, 11.53398], [0.50042, -4.48481, 7.57188], [-0.99160, -4.10106, 6.69765], [-1.02580, -4.42736, 8.43262], [-0.30550, -6.43786, 6.24531], [-1.82555, -6.43717, 7.12066], [-5.46733, 1.48261, -6.24979], [-4.26126, 0.75878, -6.81150], [-3.17591, 1.66788, -7.08140], [-2.49295, 2.09246, -6.02822], [-2.69592, 1.78602, -4.88871], [-1.36057, 3.02412, -6.47575], [-1.79336, 3.96943, -7.32258], [-0.39192, 2.33912, -7.10569], [-0.80250, 3.64455, -5.43110], [-5.77532, 2.28536, -6.92109], [-6.29874, 0.79139, -6.11661], [-5.24402, 1.93865, -5.28610], [-4.51693, 0.30463, -7.76672], [-3.92456, -0.04127, -6.15191], [1.76870, 10.83424, -2.62326], [0.76820, 9.75631, -2.26020], [1.21969, 8.96991, -1.14196], [1.11585, 9.54077, 0.05269], [0.68536, 10.63379, 0.27286], [1.60078, 8.57299, 1.13869], [2.79528, 8.03716, 0.83780], [0.73081, 7.55846, 1.29207], [1.72697, 9.17797, 2.32091], [2.74910, 10.39464, -2.81316], [1.44233, 11.37368, -3.51187], [1.89067, 11.55193, -1.81296], [0.65817, 9.06178, -3.09081], [-0.21816, 10.17112, -2.05216]]}

---

[2]
{"formula": "C33H45FI2N3O11P2Si", "method": "wB97M-V/def2-TZVPD", "lumo_ev": 0.3, "gap_ev": 5.87, "total_energy_ha": -3943.5351, "multiplicity": 1, "total_charge": -1, "elements": ["C", "C", "I", "C", "I", "P", "C", "C", "C", "C", "N", "C", "N", "N", "C", "C", "C", "O", "O", "Si", "C", "C", "C", "O", "C", "F", "C", "C", "C", "O", "C", "O", "P", "O", "O", "O", "O", "H", "H", "H", "H", "H", "H", "H", "H", "H", "H", "H", "H", "H", "H", "H", "H", "H", "H", "H", "H", "H", "H", "H", "H", "H", "H", "H", "H", "H", "H", "H", "H", "H", "H", "H", "H", "H", "C", "C", "C", "C", "C", "C", "C", "O", "C", "C", "C", "C", "C", "C", "C", "O", "H", "H", "H", "H", "H", "H", "H", "H"], "xyz": [[-3.09618, -3.20670, 1.19194], [-1.74847, -3.48864, 0.36697], [-0.99221, -5.57816, 0.68034], [-1.02942, -2.49234, -0.50471], [0.86159, -3.42240, -1.27215], [-1.59891, -0.70321, -0.89525], [0.10458, -0.01243, -1.48692], [0.55244, -0.23825, -3.02196], [2.02206, 0.57409, -3.14181], [3.05380, -0.13754, -4.19931], [3.62530, -1.44068, -3.68688], [3.58304, -2.54082, -4.72464], [4.12772, -2.45484, -5.99022], [2.92055, -3.86966, -4.36214], [-2.24954, 1.06574, -1.30202], [-2.26384, 1.59979, -2.81242], [-1.15214, 2.80838, -3.15194], [-0.78487, 3.75137, -2.27935], [-0.51338, 2.80494, -4.50645], [-1.31761, 0.15202, 1.11863], [-0.76214, -1.15417, 2.48364], [-2.96433, 0.91189, 1.87539], [0.08389, 1.46902, 1.33040], [-1.61601, -1.34632, -2.54957], [-2.88981, -1.77396, -3.11674], [-3.34967, -1.28194, -4.43806], [-4.04435, -1.46309, -1.99718], [-5.23687, -0.44721, -2.56494], [-6.39335, -0.11753, -1.40465], [-7.66437, -0.66797, -1.97994], [-8.57065, -1.12204, -0.91672], [-9.38426, -2.17851, -1.15152], [-4.98399, -3.13913, -1.98280], [-6.10452, -3.26515, -0.87982], [-5.79373, -3.49311, -3.52559], [-3.91092, -4.53821, -1.75727], [-3.35376, -0.98089, -0.80072], [-4.07274, -3.68171, 0.69375], [-3.37890, -2.13121, 1.50358], [-3.00497, -3.80768, 2.22376], [0.90088, -0.42543, -0.69821], [0.18965, 1.17442, -1.36445], [0.81837, -1.30723, -3.38404], [-0.08747, 0.26992, -3.85881], [1.83468, 1.71911, -3.33851], [2.51380, 0.49158, -2.06750], [2.57770, -0.26967, -5.25852], [3.97629, 0.60862, -4.31804], [4.61739, -1.29342, -3.39773], [4.57036, -1.51454, -6.09571], [3.11094, -4.03904, -3.33962], [1.88756, -3.84463, -4.55565], [-1.71584, 1.92490, -0.66392], [-3.37738, 1.15044, -0.90626], [-2.17349, 0.85742, -3.69753], [-3.30737, 2.15848, -2.99076], [-1.23734, 2.99581, -5.17809], [-1.70114, -1.64109, 3.03013], [-0.02274, -1.96756, 2.04137], [-0.14673, -0.63073, 3.36287], [-3.88989, 0.79050, 1.17465], [-3.24414, 0.34311, 2.88756], [-2.76721, 2.03699, 2.22066], [0.23890, 1.64887, 2.49641], [-0.28698, 2.50764, 0.87992], [1.09995, 1.17737, 0.82878], [-2.66512, -2.91854, -3.37475], [-4.84253, 0.59987, -2.90207], [-5.79402, -0.89582, -3.52060], [-6.56069, 1.04725, -1.35371], [-6.16779, -0.62252, -0.37444], [-8.66152, -0.57291, 0.13120], [-5.28579, -2.97006, -4.22479], [-3.88806, -5.08774, -2.59556], [5.60453, 6.01592, 5.78800], [4.27538, 6.03045, 5.36592], [3.65884, 4.84602, 4.95940], [4.37758, 3.64441, 4.96334], [5.71367, 3.63426, 5.36196], [6.32546, 4.82096, 5.78642], [6.49584, 2.38175, 5.32298], [7.66855, 2.37129, 5.67635], [5.84724, 1.14482, 4.84402], [6.59312, -0.03718, 4.74710], [5.98406, -1.21460, 4.30774], [4.63004, -1.21741, 3.97380], [3.88597, -0.04010, 4.06406], [4.49867, 1.14557, 4.49082], [3.71197, 2.39341, 4.54872], [2.52305, 2.39283, 4.25099], [6.08235, 6.93735, 6.11356], [3.71733, 6.96407, 5.35511], [2.61934, 4.86406, 4.63612], [7.36424, 4.81825, 6.11198], [7.65000, -0.04427, 5.00892], [6.56635, -2.13007, 4.22823], [4.15359, -2.13607, 3.63844], [2.83052, -0.04883, 3.79699]]}

---

[3]
{"formula": "C33H45N4O4STeTi", "method": "wB97M-V/def2-TZVPD", "lumo_ev": [-0.2, -0.2], "gap_ev": [5.92, 5.92], "total_energy_ha": -3320.1277, "multiplicity": 2, "s_squared": 0.76, "elements": ["Ti", "C", "O", "C", "C", "O", "C", "H", "H", "H", "H", "H", "H", "H", "H", "H", "H", "O", "N", "C", "C", "C", "C", "C", "S", "H", "H", "H", "H", "C", "N", "C", "C", "N", "C", "H", "H", "H", "H", "H", "H", "C", "C", "O", "N", "Te", "C", "C", "C", "C", "C", "C", "C", "C", "C", "C", "C", "C", "C", "C", "C", "C", "C", "C", "H", "H", "H", "H", "H", "H", "H", "H", "H", "H", "H", "H", "H", "H", "H", "H", "H", "H", "H", "H", "H", "H", "H", "H", "H"], "xyz": [[-0.50904, -1.23670, 1.87749], [-1.80788, -1.63647, 5.14045], [-0.73429, -1.78900, 4.21868], [0.06190, -2.94303, 4.49633], [-0.50098, -4.12277, 3.73927], [-0.63672, -3.68994, 2.40113], [-1.05891, -4.70756, 1.51082], [-1.40982, -1.44634, 6.13967], [-2.43316, -2.53433, 5.16930], [-2.40249, -0.78802, 4.82130], [0.10324, -3.13800, 5.57065], [1.06139, -2.71839, 4.12921], [-1.48434, -4.43049, 4.12260], [0.17516, -4.98174, 3.81579], [-0.29365, -5.48466, 1.42701], [-1.21758, -4.23339, 0.54621], [-1.99348, -5.16055, 1.85984], [-0.12014, -2.11942, 0.13911], [1.09712, -2.61665, -0.12777], [1.18380, -3.38720, -1.23677], [2.38233, -3.86395, -1.67880], [3.53329, -3.53233, -0.95050], [3.41983, -2.77693, 0.18447], [2.17199, -2.30384, 0.64168], [1.98730, -1.40999, 2.07813], [0.23542, -3.55591, -1.72349], [2.42003, -4.46664, -2.57336], [4.50524, -3.87539, -1.27864], [4.28367, -2.51131, 0.77615], [-6.14409, -2.22362, 2.29926], [-4.87020, -1.72280, 1.81880], [-4.67624, -0.76037, 0.85458], [-3.33317, -0.59086, 0.74303], [-2.69633, -1.43626, 1.62634], [-3.64926, -2.09485, 2.25112], [-6.93896, -1.62762, 1.85960], [-6.20214, -2.13473, 3.38260], [-6.28541, -3.26440, 2.01085], [-5.50072, -0.28912, 0.34947], [-2.76805, 0.08318, 0.11910], [-3.49930, -2.86090, 2.99502], [-1.34593, 1.44761, 3.72842], [-0.44129, 1.55517, 2.48754], [0.29347, 2.54537, 2.44532], [-0.54754, 0.56675, 1.58087], [1.40742, 1.15595, -0.46255], [2.89079, 2.08021, -1.71144], [3.60171, 3.17803, -1.20211], [3.36991, 3.80767, 0.15247], [4.62813, 3.74188, -1.96748], [4.99028, 3.23995, -3.20169], [6.10872, 3.84933, -4.00197], [4.29989, 2.13049, -3.67978], [3.26770, 1.54903, -2.95911], [2.56375, 0.36092, -3.55222], [-0.29009, 1.74803, -1.60416], [-1.03404, 0.84505, -2.37122], [-0.68426, -0.60923, -2.54970], [-2.19237, 1.28919, -3.01604], [-2.63198, 2.59661, -2.92130], [-3.87846, 3.06017, -3.62489], [-1.87848, 3.48164, -2.15899], [-0.72451, 3.08424, -1.49743], [0.03873, 4.11180, -0.70713], [-1.62506, 2.44643, 4.06228], [-0.77880, 0.97498, 4.53437], [-2.24594, 0.86470, 3.52066], [2.65201, 3.27116, 0.76732], [3.00990, 4.83319, 0.03911], [4.31471, 3.85995, 0.69741], [5.16141, 4.59939, -1.56744], [6.50515, 4.73845, -3.51216], [5.76944, 4.13624, -4.99909], [6.93103, 3.14218, -4.13014], [4.57685, 1.70722, -4.64074], [3.05192, 0.04187, -4.47399], [1.52316, 0.59936, -3.78121], [2.55281, -0.47652, -2.85103], [0.35864, -0.80375, -2.31523], [-0.88768, -0.91947, -3.57722], [-1.28248, -1.23193, -1.88121], [-2.75885, 0.58072, -3.61387], [-4.35331, 2.24283, -4.16790], [-3.65373, 3.85307, -4.34085], [-4.60460, 3.46273, -2.91565], [-2.20063, 4.51460, -2.07093], [-0.56220, 5.01190, -0.57232], [0.95464, 4.39002, -1.23503], [0.32471, 3.72810, 0.27376]]}

---

The highest multiplicity belongs to which entry?
C33H45N4O4STeTi

---

The highest multiplicity belongs to which entry?
C33H45N4O4STeTi